(1)
9
Properties=species:S:1:pos:R:3:forces:R:3 method="wB97M-V/def2-TZVPD" gap_ev="8.978 / 8.979" charge=0 lumo_ev="-0.219 / -0.220"
C 1.3210 0.3038 -0.1753 0.485 -0.567 -0.989
C 0.2399 -0.5121 -0.5769 -2.803 2.850 5.600
N 2.2380 0.9324 0.0873 0.780 0.638 0.345
N -1.0737 0.9576 0.1954 0.616 -2.335 -1.312
O -0.0468 -1.4308 0.3924 0.680 -0.745 -0.944
H -0.1156 -0.5935 -1.5377 -0.451 -0.303 -2.052
H -0.4989 1.7730 0.3456 0.344 0.186 0.192
H -1.2227 0.4853 1.1092 0.550 0.417 -0.701
H -0.8413 -1.9159 0.1600 -0.201 -0.141 -0.140


(2)
164
Properties=species:S:1:pos:R:3:forces:R:3 method="wB97M-V/def2-TZVPD" gap_ev=8.028 charge=0 lumo_ev=0.159 smiles="C[C@H]1COC(=O)O1.C[C@H]1COC(=O)O1.C[C@H]1COC(=O)O1.C[C@H]1COC(=O)O1.C[C@H]1COC(=O)O1.C[C@H]1COC(=O)O1.CCN(CC)CC.CCN(CC)CC.CCOC(C)=O.CCOC(C)=O.CCOC(C)=O"
C 0.3634 3.2263 1.5657 -0.028 -0.629 2.307
C 0.1680 2.8156 0.1829 -0.135 -0.718 -2.968
N -0.2346 1.4259 0.0206 0.017 -0.283 0.506
C 0.7240 0.4619 0.5952 -0.728 -0.191 -0.112
C 2.0685 0.4888 -0.1031 0.685 -1.281 -0.575
C -0.5175 1.1554 -1.4020 -1.047 1.687 0.834
C -1.3487 -0.0836 -1.5973 -0.409 -1.602 0.177
H -0.6349 3.0378 2.0612 1.033 0.279 -0.061
H 0.6241 4.2665 1.6490 -0.052 0.513 0.019
H 1.1560 2.6701 2.1358 -0.729 0.309 -0.574
H -0.6592 3.3604 -0.2400 -0.595 0.612 0.070
H 0.9421 3.0321 -0.5965 0.478 0.143 0.960
H 0.7230 0.5181 1.7098 0.196 0.129 -0.887
H 0.2540 -0.4881 0.3373 0.257 -0.350 0.420
H 2.6939 -0.4009 0.1270 -0.402 0.577 0.271
H 1.8309 0.2801 -1.1662 0.431 0.536 0.297
H 2.7100 1.3710 0.0070 -0.486 -0.056 -0.021
H 0.3820 1.2946 -1.9822 0.447 -0.541 -0.629
H -1.1283 2.0356 -1.7016 0.087 -0.494 0.023
H -1.9176 -0.2607 -0.6633 -0.109 0.337 -0.463
H -0.8283 -1.0485 -1.7033 0.482 0.453 -0.038
H -2.0385 -0.0837 -2.4584 0.213 0.454 0.352
C -0.6769 -2.4419 -5.1974 -0.013 -0.619 -0.151
C 0.5496 -1.5420 -5.0419 -0.259 0.189 0.201
N 1.7537 -2.1754 -4.6105 1.607 -0.837 -0.727
C 2.3596 -3.1864 -5.5667 0.229 1.135 2.545
C 3.1100 -2.6037 -6.7530 -0.451 -0.096 -1.409
C 1.7442 -2.6348 -3.2280 1.224 1.399 0.598
C 3.1642 -2.5307 -2.5120 -0.542 -0.291 -0.301
H -1.5400 -1.8552 -5.4105 -0.681 0.714 -0.761
H -1.0229 -2.9214 -4.2818 0.742 -0.227 0.132
H -0.5765 -3.2253 -5.9757 0.017 0.498 0.385
H 0.7803 -0.9926 -5.9717 -0.343 -0.214 0.168
H 0.3448 -0.7907 -4.2590 -0.230 0.033 -0.381
H 3.0827 -3.6623 -4.8980 0.148 -0.247 -0.353
H 1.5950 -3.9445 -5.7323 0.041 -0.143 -0.885
H 2.4552 -1.9941 -7.4015 0.062 -0.162 0.294
H 3.9985 -1.9765 -6.5703 -0.479 -0.351 0.640
H 3.4476 -3.4225 -7.4204 -0.137 0.250 0.409
H 1.2983 -3.6189 -3.0897 -0.151 -0.260 0.128
H 1.1611 -1.8749 -2.6751 -0.224 -0.541 -0.172
H 3.6755 -1.6107 -2.8912 -0.149 -0.983 0.037
H 3.7923 -3.4739 -2.6319 -0.649 1.402 0.160
H 2.9614 -2.3258 -1.4362 0.295 -0.562 -0.627
C -5.7488 2.9179 -0.7897 -1.760 0.861 1.007
C -4.5529 2.0026 -0.7902 -0.251 -0.380 0.930
C -4.0217 1.5651 0.6186 0.698 0.520 -1.357
O -4.4094 0.2038 0.7242 -0.980 -0.537 -0.534
C -4.9624 -0.2076 -0.4619 0.808 -1.816 0.568
O -5.3135 -1.3396 -0.6701 -0.068 0.280 0.571
O -4.9151 0.7068 -1.3857 -0.215 1.762 -0.137
H -5.5847 4.0190 -0.6311 0.573 -1.240 -0.367
H -6.5301 2.7012 0.0056 1.018 -0.317 -0.712
H -6.2674 2.7810 -1.7316 -0.083 0.151 -0.284
H -3.7895 2.3917 -1.4258 0.614 0.288 -0.226
H -4.5040 2.1413 1.4057 0.377 0.025 0.083
H -2.9114 1.5760 0.5947 -0.592 0.357 0.494
C 0.2084 -0.1114 5.7601 -0.038 -1.527 0.381
C -0.0860 0.8460 4.6442 -0.581 0.314 0.851
C -1.5771 0.8384 4.1980 1.265 1.475 -0.478
O -1.9721 2.2081 4.4688 -1.253 -0.008 -0.260
C -0.9997 2.9518 4.9881 1.259 -2.903 -0.129
O -1.0402 4.0732 5.3157 -0.727 2.500 0.273
O 0.1080 2.1994 5.1461 0.162 -0.383 -0.533
H 0.9734 0.2008 6.4700 0.279 0.134 -0.468
H 0.4396 -1.0680 5.2932 0.654 0.013 0.008
H -0.6220 -0.4452 6.3822 -0.582 0.761 -0.015
H 0.6090 0.6691 3.8238 -0.141 0.250 -0.034
H -2.2012 0.1617 4.7452 -0.267 -0.284 0.371
H -1.6939 0.7076 3.1269 0.017 -0.215 -0.094
C -0.4502 -6.1974 3.2762 -1.552 -0.389 -1.507
C 0.2678 -5.8404 1.9610 0.990 -0.459 0.532
C -0.6887 -5.7722 0.7495 1.767 0.879 0.033
O -0.1295 -4.6541 -0.0568 -0.488 -1.179 1.470
C 0.7284 -3.9420 0.7299 -0.262 -2.093 0.519
O 1.3078 -3.0039 0.3388 0.571 1.593 -0.211
O 0.9365 -4.5426 1.9590 -1.361 0.187 -0.888
H -0.8053 -7.2589 3.2196 0.464 0.694 -0.166
H -1.3963 -5.6268 3.4341 0.885 0.013 0.000
H 0.2011 -6.1442 4.1039 0.666 0.320 0.989
H 1.1385 -6.5366 1.8917 -0.884 0.126 -0.480
H -1.6365 -5.4478 1.1798 -0.350 -0.312 -0.711
H -0.6569 -6.6943 0.1384 -0.492 0.681 0.338
C -0.9691 7.5382 2.6604 -0.708 0.297 -1.492
C -1.5368 6.1728 2.5088 -0.260 -0.504 1.861
C -2.9085 5.9833 3.0997 -1.841 1.341 -0.501
O -3.5770 5.0409 2.2195 0.486 0.239 0.875
C -2.8893 5.0349 1.1038 0.601 0.079 -1.001
O -3.2203 4.4448 0.1234 0.188 -0.208 -0.508
O -1.7608 5.8030 1.1837 -0.311 -0.633 -1.357
H -1.7050 8.2517 2.2719 0.178 0.140 0.067
H -0.1154 7.5416 1.9661 0.228 0.512 0.844
H -0.8152 7.7427 3.7107 0.640 0.123 0.060
H -0.8447 5.5059 3.0047 0.258 -0.691 -0.170
H -3.4966 6.9449 2.9426 0.615 -0.988 0.784
H -2.9691 5.5547 4.0777 0.130 0.186 0.664
C 2.2262 3.4512 -4.4631 -0.819 0.075 1.030
C 3.1907 2.3832 -3.9890 -0.656 0.735 -0.233
C 2.9180 0.9013 -4.3472 -0.332 0.876 0.734
O 4.1732 0.4119 -4.7405 1.781 0.372 0.702
C 5.0792 1.4417 -4.7860 1.162 0.056 -1.469
O 6.2604 1.3101 -5.0329 -2.383 0.276 0.691
O 4.4084 2.6475 -4.6972 1.166 -1.477 0.805
H 1.8752 3.2480 -5.4527 0.291 0.228 -0.987
H 2.6650 4.4681 -4.3197 -0.311 -0.881 -0.355
H 1.2866 3.4055 -3.8883 0.354 0.072 0.247
H 3.3028 2.5492 -2.8987 0.484 -0.411 -0.417
H 2.2898 0.7216 -5.1865 -0.941 0.300 -0.631
H 2.5086 0.3679 -3.4911 0.228 -0.239 0.009
C -4.9376 -2.7849 3.3925 0.204 -0.683 -0.760
C -3.5905 -3.3175 2.9565 1.052 0.770 1.420
C -3.1984 -3.0522 1.5165 -0.913 1.107 -0.117
O -1.8318 -2.6413 1.5957 0.356 -0.221 -0.518
C -1.5412 -2.2708 2.8424 -0.054 0.435 0.803
O -0.5364 -1.7305 3.2056 0.102 -0.120 -0.468
O -2.5520 -2.5442 3.6759 -0.353 -0.101 -0.231
H -5.6152 -3.1440 2.5887 -0.289 0.027 0.995
H -4.8799 -1.7118 3.2489 -0.164 0.274 0.255
H -5.1868 -3.0602 4.4465 -0.045 0.162 -1.124
H -3.3481 -4.3185 3.3188 -0.566 -0.318 -0.471
H -3.7999 -2.2550 1.0228 0.370 -0.247 0.629
H -3.3114 -3.8903 0.8789 0.249 -1.026 -0.532
O 3.7683 4.1479 -0.6027 -0.017 -0.704 0.563
C 3.0756 4.9012 0.0275 0.091 1.440 -0.326
O 3.1056 5.1090 1.3549 -0.804 0.121 -0.420
C 3.7206 4.1284 2.1640 0.573 -0.932 0.378
C 3.4482 4.4528 3.6398 0.888 0.881 0.143
C 2.1730 5.9061 -0.6429 -1.513 -0.366 -0.260
H 4.7835 4.1104 1.8922 -0.047 -0.045 0.410
H 3.3305 3.1343 1.8854 0.019 0.300 0.152
H 3.6724 3.5675 4.2714 -0.077 0.586 -0.383
H 2.3899 4.7396 3.7962 0.534 -0.213 -0.124
H 4.1146 5.3318 3.9710 -1.065 -1.326 -0.391
H 2.7111 6.8246 -0.8493 0.058 0.318 0.495
H 1.1839 6.0781 -0.1086 1.429 -0.046 -0.499
H 1.9527 5.5283 -1.6457 -0.109 -0.148 0.190
O 5.0902 -1.7372 1.6150 0.786 -0.630 0.050
C 4.3467 -0.9630 2.1374 0.038 1.112 -1.318
O 4.5261 0.3998 2.0290 0.038 -0.678 0.660
C 5.7789 0.8183 1.4450 0.448 -0.108 -0.007
C 5.6102 1.1890 -0.0345 2.252 -0.289 0.826
C 3.0659 -1.3636 2.7377 -0.651 2.853 1.358
H 6.4990 -0.0159 1.5222 -0.320 0.427 0.061
H 6.1585 1.6508 2.0776 -0.469 -0.377 -0.483
H 5.6389 0.2776 -0.6216 -0.298 -0.126 -0.190
H 6.5373 1.7640 -0.3151 -1.070 -0.282 0.059
H 4.7231 1.7417 -0.1990 -0.651 0.742 -0.302
H 2.3794 -1.6574 2.0056 -0.810 -0.794 -1.295
H 2.5681 -0.5075 3.2455 0.458 -0.353 -0.238
H 3.1758 -2.1066 3.4609 0.355 -1.452 0.949
O -2.5734 -5.6870 -3.0810 0.070 -1.130 -1.135
C -2.7961 -4.9811 -2.1547 1.413 2.906 0.011
O -3.4128 -5.3433 -1.0564 -0.057 0.356 1.239
C -3.8926 -6.6727 -0.9891 -0.940 0.108 -0.855
C -5.2168 -6.7400 -1.7521 -1.352 -1.750 3.980
C -2.3206 -3.5029 -2.0871 -0.164 -0.067 0.575
H -3.9505 -6.8342 0.0928 -0.358 -0.460 -0.378
H -3.2198 -7.3611 -1.4826 0.535 -0.080 0.189
H -6.0149 -6.1745 -1.2374 0.412 -0.137 0.000
H -5.5607 -7.7905 -1.7480 0.101 0.296 0.066
H -5.2653 -6.4480 -2.7217 0.793 1.058 -2.944
H -2.7659 -2.9544 -2.9153 -0.158 -0.077 -0.042
H -1.2249 -3.4338 -2.2261 -0.566 -0.328 0.214
H -2.6020 -2.9715 -1.1432 0.221 -0.659 -0.786


(3)
16
Properties=species:S:1:pos:R:3:forces:R:3 method="wB97M-V/def2-TZVPD" gap_ev=8.594 charge=0 lumo_ev=0.770 smiles="CC(N)=C=N.C=N"
C -0.1397 1.0907 -0.1030 0.677 0.906 -0.783
C 2.0064 0.0487 -1.0015 0.274 4.812 -0.420
C -1.7341 -1.0694 0.3356 0.044 -2.062 -4.468
C 1.0095 0.4768 0.0603 -0.447 -2.342 -0.412
N -0.9601 1.9974 -0.1234 -1.126 0.093 0.265
N -2.7602 -0.3591 0.1790 0.183 1.748 -0.155
N 1.2222 -0.0818 1.3331 -0.081 -0.172 2.332
H 2.9481 0.4736 -0.5165 -0.683 -0.733 -1.137
H 2.1544 -0.9503 -1.2600 -0.179 -1.850 0.078
H 1.7915 0.6399 -1.9964 0.526 -1.097 1.949
H -1.2709 -1.6441 -0.6553 -0.403 1.602 2.621
H -1.3925 -1.3779 1.2825 0.244 -0.456 1.173
H -1.9253 1.6238 -0.2103 0.507 0.464 -0.085
H -2.8194 0.0247 -0.7926 -0.484 -1.346 0.637
H 0.5234 0.2062 2.0576 1.015 -0.244 -1.094
H 1.3466 -1.0990 1.4110 -0.068 0.676 -0.501


(4)
9
Properties=species:S:1:pos:R:3:forces:R:3 method="wB97M-V/def2-TZVPD" spin_multiplicity=3 gap_ev="5.252 / 7.136" charge=0 lumo_ev="0.406 / -2.096"
C 0.0760 -1.3947 -1.2713 -0.156 1.496 -3.241
C -0.4695 -3.8270 -1.1908 -0.502 -0.716 0.450
C -0.3507 -2.6538 -1.0724 0.988 -0.814 0.176
S -0.0603 -0.2109 0.3786 -1.622 -1.377 3.343
S 0.7582 1.3915 -0.1729 1.097 2.244 -0.346
H 1.0768 -1.3173 -1.6803 0.083 0.185 0.016
H -0.7109 -1.0170 -1.9375 0.561 0.944 -0.090
H -0.8858 -4.7423 -1.2050 -0.752 -2.673 -0.017
H 0.5662 1.7832 1.1022 0.304 0.710 -0.291


Which energy belongs to each record? In order, -7163.086, -103356.562, -8760.690, -24839.495 eV.